# 1
This record from OMol25 describes a molecular structure, C26H32NO4S2Ti in a non-equilibrium geometry. The level of theory is ωB97M-V/def2-TZVPD.

The geometry in XYZ format:
```
66
Properties=species:S:1:pos:R:3:forces:R:3
O 0.323296 2.065863 -2.110799 -0.009 -0.525 -0.592
C 1.035831 2.039318 -3.380241 -1.139 0.135 0.875
C -0.019285 3.006536 -3.977573 0.401 -0.153 0.510
H 1.063809 1.022046 -3.793911 0.255 0.267 0.098
H 2.042601 2.460883 -3.222331 -0.257 -0.225 -0.384
C -0.725543 2.976501 -2.584914 1.023 -0.969 -0.120
H -0.674823 2.637382 -4.761692 0.285 0.009 -0.260
H 0.495836 3.916071 -4.240529 -0.399 0.644 -0.262
C -2.076010 2.215433 -2.589940 -0.869 -0.243 -0.512
H -2.003701 1.187833 -2.117706 0.054 1.504 -0.930
H -2.488326 2.005080 -3.614069 0.503 0.548 0.672
H -2.836254 2.821973 -2.048903 0.264 -0.579 -0.284
C -0.612439 4.238044 -1.723465 0.484 0.367 -0.333
H 0.470004 4.454200 -1.580243 -0.730 -0.173 -0.207
H -1.022589 4.116452 -0.713752 -0.098 -0.095 -0.299
H -1.031114 5.129522 -2.212904 -0.252 -0.291 0.132
Ti 0.206774 -0.158918 0.827736 1.117 2.442 1.282
C 0.994597 1.561770 2.268309 1.874 -0.196 -0.675
C 2.081453 0.810486 1.633263 -0.604 1.322 -0.299
C 2.279340 1.348348 0.314247 -0.100 0.276 1.531
H 2.730727 0.092773 2.124962 -0.625 -0.153 -0.259
C 1.565170 2.587015 0.282307 -0.425 0.100 0.503
C 0.735332 2.696823 1.425871 0.953 -0.097 -0.272
H 0.083074 3.554452 1.687889 0.413 -0.753 -0.360
H 0.683010 1.406268 3.296535 0.056 0.093 -0.257
H 3.001536 0.956597 -0.402088 -0.163 0.338 0.188
H 1.760419 3.392474 -0.426561 -0.481 -0.528 -0.019
C -1.727417 -0.249309 2.125009 -0.642 1.073 -0.185
C -1.733111 1.070040 1.518112 -0.504 -1.717 -0.791
C -1.707165 0.903582 0.102288 -0.849 -0.727 1.398
H -1.826005 2.016480 2.015956 0.352 0.003 0.218
C -1.717119 -0.509773 -0.183173 -1.268 -0.209 0.162
C -1.782925 -1.205751 1.093558 -1.053 0.064 -1.236
H -1.968646 -2.280539 1.234535 0.592 0.743 -0.159
H -1.784823 -0.456517 3.200053 0.268 0.078 -0.561
H -1.807492 1.706311 -0.611431 0.569 -0.331 0.878
H -1.728727 -0.962442 -1.191321 -0.026 0.338 1.044
O -0.146113 -1.105393 -2.562535 1.266 -1.482 -2.857
C -0.762466 -0.912082 -3.870439 -0.020 0.358 -0.229
C 0.049776 -1.603957 -5.007744 -0.445 0.313 0.676
H -0.793364 0.174828 -4.075953 -0.374 -0.560 0.365
H -1.765177 -1.367411 -3.948409 0.054 0.470 0.680
C 1.115558 -2.398524 -4.271617 -0.251 0.011 0.259
H 0.408444 -0.854236 -5.715118 0.205 -0.222 0.020
H -0.589104 -2.321764 -5.527770 -0.065 0.387 -0.183
C 0.764372 -2.279337 -2.786447 -0.906 0.708 0.528
H 2.125076 -2.108964 -4.529947 0.224 0.048 0.088
H 0.931524 -3.438436 -4.507109 0.642 -0.312 -0.274
H 1.642185 -2.168403 -2.134884 -0.539 -0.124 0.012
H 0.156902 -3.170867 -2.565196 0.402 0.242 0.553
O 1.875488 0.269917 4.980065 0.212 -0.894 0.593
S 2.239340 -1.139240 4.866122 -0.317 -0.876 -2.403
O 3.368709 -1.620329 5.635250 -0.214 0.504 -0.055
N 2.366428 -1.512510 3.235092 1.673 0.928 1.788
C 1.339020 -2.187181 2.773082 -0.763 -0.451 0.118
S 1.084244 -2.212927 1.017843 0.585 -2.334 -0.172
C 0.474198 -2.761553 3.802801 0.418 1.040 -1.338
C -0.684539 -3.538333 3.705439 -0.191 0.109 -0.119
C -1.411753 -3.812393 4.849506 0.078 -0.254 -0.260
C -0.910494 -3.459197 6.109181 0.129 0.590 0.486
C 0.223179 -2.629981 6.198408 -0.301 -0.159 -0.357
C 0.885100 -2.251066 5.036280 -0.902 -0.450 1.677
H -0.989514 -3.886328 2.721637 -0.141 0.136 0.142
H -2.398689 -4.270503 4.759498 0.391 -0.230 0.101
H -1.442036 -3.783304 7.010423 0.201 0.292 -0.305
H 0.564404 -2.223814 7.139463 -0.016 -0.167 0.235
```
Positions in Å, forces in eV/Å.

DFT total energy: -81943.4433 eV
energy relative to the best compared isomer or geometry (same formula, charge and spin): 0.0 kJ/mol
lowest unoccupied orbital energy (alpha / beta): 2.3 / 2.3 eV
multiplicity: 3
net charge: -1
HOMO (alpha / beta): -1.9061 / -4.1760 eV
gap between HOMO and LUMO (alpha / beta): 4.19 / 6.45 eV

***

# 2
This record from OMol25 describes 2 unconnected molecules or ions with the total composition C26H32O3 in a non-equilibrium geometry. The level of theory is ωB97M-V/def2-TZVPD.

The geometry in XYZ format:
```
61
Properties=species:S:1:pos:R:3:forces:R:3
C 2.724508 3.368894 3.533240 0.175 0.183 -0.006
C 2.077721 2.008437 3.481449 -0.132 -0.144 -0.037
O 2.628791 1.244391 2.399240 -0.480 0.954 0.878
C 2.262075 -0.067406 2.436512 0.929 -1.719 -1.261
C 2.909786 -0.810673 1.354094 -0.239 -0.669 1.261
C 2.859791 -2.255761 1.280728 0.973 2.408 -0.632
O 2.247923 -2.970041 2.070609 -1.210 -1.172 0.170
C 3.689053 -2.895954 0.117879 -0.159 -0.348 0.936
C 3.209693 -2.608192 -1.303736 0.281 -0.274 -0.142
C 3.719708 -1.319937 -1.951219 -0.431 0.064 -0.273
C 3.020378 -0.035207 -1.480725 0.359 0.392 -0.103
C 3.800749 0.752228 -0.428777 -0.013 0.154 0.084
C 4.100408 -0.093023 0.806429 0.173 0.399 -0.365
O 1.529125 -0.487790 3.314228 -0.689 0.057 0.291
H 2.199140 3.961407 4.288470 0.084 0.041 -0.079
H 3.776133 3.301738 3.836254 -0.169 -0.007 -0.147
H 2.665036 3.896524 2.575393 -0.004 -0.114 0.128
H 2.249432 1.474502 4.427292 -0.205 0.104 -0.284
H 0.990359 2.101013 3.321776 0.271 -0.076 0.172
H 4.747500 -2.600301 0.233566 -0.410 -0.273 -0.149
H 3.636514 -3.978524 0.287738 0.007 0.153 0.078
H 3.562828 -3.445029 -1.926517 -0.102 0.125 0.074
H 2.109646 -2.651350 -1.343792 0.222 0.126 -0.010
H 4.808756 -1.244378 -1.822558 -0.168 0.003 0.016
H 3.541582 -1.412957 -3.031219 0.120 -0.041 0.121
H 2.853313 0.615261 -2.344306 -0.041 0.001 -0.002
H 2.036306 -0.275906 -1.066046 0.060 -0.039 -0.059
H 4.754997 1.120211 -0.826043 -0.134 0.045 -0.233
H 3.213217 1.631326 -0.117262 0.152 -0.218 -0.133
H 4.457966 0.577841 1.604427 0.321 -0.345 -0.500
H 4.889705 -0.814633 0.574543 0.013 0.319 0.034
C -0.035717 -7.470674 0.010341 0.110 -0.256 0.093
C -0.285717 -6.058292 0.437457 -0.060 0.422 -0.036
C -0.058994 -4.992419 -0.452093 -0.224 0.145 -0.212
C -0.218940 -3.682291 -0.041431 0.319 0.334 0.334
C -0.552867 -3.368515 1.310357 -0.150 -0.810 -0.261
C -0.459118 -2.032690 1.770905 -0.856 -0.744 -0.143
C -0.995788 -1.583588 3.013627 -0.211 0.340 1.538
C -1.713848 -0.357507 3.088615 0.690 -0.162 -0.247
C -2.160923 0.144377 4.300994 -0.156 -0.225 -0.222
C -1.925217 -0.555345 5.494381 0.089 -0.124 -0.303
C -2.357022 0.026463 6.802674 -0.097 0.093 0.297
C -1.264153 -1.789390 5.443213 -0.130 -0.030 -0.290
C -0.812755 -2.299520 4.235038 0.051 0.183 -0.500
C -0.989577 -4.466096 2.123214 0.356 0.267 -0.066
C -0.795688 -5.773886 1.715244 -0.213 0.147 0.021
H -0.012763 -8.130476 0.882839 0.010 0.054 -0.180
H -0.807752 -7.847369 -0.673156 0.085 0.199 0.111
H 0.925484 -7.547538 -0.508348 -0.145 0.009 0.062
H 0.227971 -5.202595 -1.490064 -0.075 0.071 0.484
H -0.098000 -2.844667 -0.738988 0.258 -0.425 0.268
H -0.120432 -1.280397 1.056990 0.009 -0.076 0.107
H -1.889861 0.181113 2.154443 0.045 -0.001 0.354
H -2.722843 1.085596 4.331436 0.287 -0.380 -0.039
H -2.347723 -0.733154 7.590866 -0.029 0.166 -0.109
H -1.677669 0.833569 7.106721 -0.093 -0.149 -0.064
H -3.362904 0.458221 6.737784 0.184 -0.103 0.008
H -1.114015 -2.368025 6.359982 0.046 0.300 -0.315
H -0.245044 -3.228338 4.216434 0.060 0.432 0.104
H -1.456275 -4.264223 3.084836 0.162 -0.161 -0.310
H -1.070447 -6.600922 2.382695 0.124 0.396 -0.315
```
Positions in Å, forces in eV/Å.

DFT total energy: -33621.0407 eV
energy relative to the best compared isomer or geometry (same formula, charge and spin): 0.0 kJ/mol
lowest unoccupied orbital energy: -2.3 eV
HOMO: -6.0721 eV
gap between HOMO and LUMO: 3.77 eV